C49H44N6O2SSbV | ωB97M-V with the def2-TZVPD basis set

Positions of all 104 atoms, in Å:
V -1.312 -0.872 0.689
C -0.145 0.964 4.530
C -1.401 1.250 5.036
C -2.514 1.058 4.232
C -2.332 0.584 2.942
N -1.113 0.308 2.455
C -0.047 0.484 3.235
C -3.478 0.426 1.990
C -4.799 0.493 2.406
C -5.802 0.400 1.455
C -5.456 0.351 0.117
C -4.109 0.325 -0.228
N -3.148 0.264 0.696
C -3.653 0.459 -1.645
C -4.485 1.030 -2.604
C -3.992 1.202 -3.887
C -2.697 0.804 -4.168
C -1.942 0.259 -3.142
N -2.401 0.093 -1.907
H 0.753 1.103 5.114
H -1.523 1.624 6.043
H -3.499 1.284 4.603
H 0.910 0.226 2.793
H -5.041 0.578 3.453
H -6.841 0.387 1.752
H -6.216 0.323 -0.649
H -5.481 1.363 -2.355
H -4.611 1.653 -4.650
H -2.265 0.927 -5.151
H -0.914 -0.046 -3.317
O -4.456 -2.935 2.006
C -3.394 -2.716 1.467
O -2.342 -2.173 1.994
C -3.181 -3.112 0.014
C -3.982 -4.074 -0.580
C -3.664 -4.502 -1.856
C -2.565 -3.945 -2.491
C -1.847 -2.960 -1.836
N -2.144 -2.544 -0.606
H -4.817 -4.467 -0.020
H -4.254 -5.264 -2.347
H -2.265 -4.252 -3.483
H -1.014 -2.464 -2.320
N -0.168 -3.402 3.068
C 0.898 -3.180 2.303
S 0.798 -2.230 0.899
N 2.078 -3.703 2.684
C 3.354 -3.341 2.157
C 3.643 -3.492 0.809
C 4.886 -3.102 0.338
C 5.845 -2.602 1.207
C 5.560 -2.491 2.560
C 4.309 -2.851 3.036
H -1.073 -3.030 2.763
H -0.109 -3.972 3.896
H 2.103 -4.155 3.589
H 2.902 -3.899 0.141
H 5.107 -3.200 -0.715
H 6.814 -2.310 0.831
H 6.304 -2.116 3.247
H 4.071 -2.741 4.086
C 3.659 1.994 -1.974
C 3.247 0.610 -2.393
C 4.078 -0.100 -3.253
C 3.783 -1.393 -3.653
C 2.635 -2.014 -3.192
C 1.792 -1.320 -2.338
C 2.073 -0.015 -1.940
Sb 0.672 0.859 -0.621
C 2.114 1.604 0.765
C 2.983 0.588 1.175
C 4.009 0.829 2.074
C 4.183 2.109 2.577
C 3.328 3.119 2.173
C 2.287 2.893 1.272
C 1.407 4.053 0.905
C -0.051 2.449 -1.853
C 0.437 2.569 -3.153
C -0.107 3.473 -4.050
C -1.167 4.271 -3.654
C -1.667 4.156 -2.370
C -1.127 3.254 -1.457
C -1.734 3.218 -0.082
H 4.342 2.423 -2.706
H 4.166 1.974 -1.009
H 2.814 2.671 -1.870
H 4.981 0.375 -3.616
H 4.453 -1.912 -4.323
H 2.398 -3.027 -3.490
H 0.914 -1.820 -1.946
H 2.873 -0.418 0.783
H 4.668 0.020 2.362
H 4.983 2.322 3.270
H 3.471 4.121 2.556
H 1.892 4.995 1.150
H 0.468 4.018 1.457
H 1.165 4.065 -0.159
H 1.248 1.936 -3.489
H 0.296 3.553 -5.049
H -1.602 4.983 -4.341
H -2.492 4.784 -2.062
H -1.740 4.217 0.354
H -1.203 2.564 0.610
H -2.768 2.873 -0.121

Output
LUMO level (spin up / spin down)	-2.546 / -2.764	eV
ΔE to the lowest compared entry with this formula, charge and spin	0.000	eV
orbital gap (spin up / spin down)	7.196 / 7.742	eV
maximum force	0.96	eV/A
charge	+1
multiplicity	4
E	-107623.3018	eV
expectation value of S²	3.761